Entry 1:
{"formula": "C47H36Cl2N3O3PdS2", "method": "the ωB97M-V functional and the def2-TZVPD basis", "symbols": ["Pd", "Cl", "C", "C", "C", "Cl", "C", "C", "C", "C", "N", "C", "C", "O", "H", "H", "H", "H", "C", "C", "C", "C", "C", "C", "C", "S", "O", "C", "C", "C", "C", "C", "C", "C", "C", "C", "C", "C", "C", "C", "C", "C", "C", "C", "C", "C", "C", "S", "O", "C", "C", "C", "C", "C", "C", "C", "H", "H", "H", "H", "H", "H", "H", "H", "H", "H", "H", "H", "H", "H", "H", "H", "H", "H", "H", "H", "H", "H", "H", "H", "H", "H", "C", "N", "C", "C", "N", "C", "H", "H", "H", "H", "H", "H"], "coordinates": [[-0.817, -0.319, -0.099], [2.590, -3.146, 3.326], [2.833, -3.052, 1.692], [3.943, -3.557, 1.083], [4.048, -3.537, -0.321], [5.388, -4.265, -0.986], [3.052, -2.944, -1.192], [3.131, -2.981, -2.587], [2.091, -2.428, -3.309], [1.047, -1.816, -2.630], [0.980, -1.733, -1.294], [1.942, -2.322, -0.608], [1.724, -2.416, 0.871], [0.688, -2.087, 1.377], [4.729, -4.024, 1.662], [3.967, -3.447, -3.090], [2.086, -2.458, -4.389], [0.240, -1.347, -3.175], [-6.791, 5.847, -1.049], [-5.667, 4.950, -0.626], [-5.748, 3.567, -0.833], [-4.709, 2.730, -0.484], [-3.565, 3.286, 0.083], [-3.449, 4.655, 0.289], [-4.511, 5.476, -0.057], [-2.186, 2.340, 0.605], [-1.968, 1.288, -0.539], [-2.863, 1.360, 1.931], [-3.656, 0.221, 1.651], [-4.133, -0.517, 2.692], [-3.877, -0.147, 4.038], [-4.410, -0.887, 5.118], [-4.179, -0.497, 6.406], [-3.383, 0.637, 6.675], [-2.839, 1.363, 5.654], [-3.090, 1.000, 4.309], [-2.549, 1.737, 3.214], [-1.543, 2.818, 3.425], [-1.935, 4.130, 3.800], [-3.290, 4.457, 4.070], [-3.631, 5.731, 4.418], [-2.645, 6.741, 4.505], [-1.338, 6.459, 4.229], [-0.951, 5.148, 3.861], [0.393, 4.841, 3.530], [0.763, 3.580, 3.174], [-0.217, 2.563, 3.137], [0.180, 0.888, 2.713], [0.284, 0.858, 1.152], [1.865, 0.792, 3.238], [2.915, 1.037, 2.366], [4.213, 1.005, 2.858], [4.472, 0.743, 4.204], [5.875, 0.735, 4.739], [3.392, 0.487, 5.052], [2.091, 0.501, 4.578], [-7.755, 5.350, -0.953], [-6.668, 6.126, -2.098], [-6.811, 6.765, -0.464], [-6.647, 3.151, -1.271], [-4.780, 1.664, -0.654], [-2.547, 5.074, 0.719], [-4.433, 6.544, 0.107], [-3.940, 0.001, 0.631], [-4.743, -1.393, 2.506], [-5.011, -1.763, 4.907], [-4.606, -1.055, 7.228], [-3.209, 0.932, 7.701], [-2.228, 2.231, 5.869], [-4.049, 3.688, 4.002], [-4.663, 5.977, 4.630], [-2.934, 7.743, 4.792], [-0.583, 7.232, 4.286], [1.131, 5.632, 3.566], [1.794, 3.362, 2.935], [2.717, 1.263, 1.326], [5.040, 1.219, 2.192], [6.594, 1.033, 3.979], [6.147, -0.258, 5.099], [5.968, 1.418, 5.583], [3.574, 0.278, 6.099], [1.261, 0.307, 5.249], [-4.501, -3.511, -2.605], [-3.513, -2.452, -2.382], [-3.188, -1.453, -3.265], [-2.254, -0.679, -2.653], [-2.001, -1.214, -1.409], [-2.784, -2.274, -1.275], [-4.397, -3.885, -3.620], [-5.505, -3.119, -2.458], [-4.316, -4.320, -1.905], [-3.663, -1.366, -4.227], [-1.795, 0.235, -2.989], [-2.841, -2.914, -0.410]], "forces_ev_per_angstrom": [[0.1, 0.3, -0.1], [0.0, 0.1, 0.2], [-0.1, 0.1, -0.2], [0.0, 0.0, 0.1], [0.0, 0.0, 0.0], [0.0, 0.0, 0.0], [0.0, 0.0, 0.0], [-0.1, 0.0, 0.0], [0.1, 0.0, 0.0], [0.0, 0.4, 0.1], [0.0, -0.2, 0.2], [0.0, -0.1, 0.1], [0.0, 0.0, 0.0], [0.0, 0.1, 0.0], [0.0, 0.0, 0.0], [0.0, 0.0, 0.0], [0.0, 0.0, 0.0], [-0.1, 0.0, 0.0], [0.0, 0.0, 0.0], [0.0, 0.0, 0.0], [0.0, 0.0, 0.0], [0.0, 0.0, 0.0], [0.0, 0.0, -0.2], [0.0, 0.0, 0.0], [0.0, 0.0, 0.0], [0.0, 0.0, 0.1], [-0.2, -0.1, 0.2], [0.1, -0.1, 0.0], [-0.3, 0.2, 0.0], [0.0, 0.0, 0.0], [-0.1, 0.0, 0.0], [0.0, 0.0, 0.0], [0.0, 0.0, 0.0], [0.0, 0.0, 0.0], [0.0, 0.0, 0.0], [0.1, 0.0, 0.0], [0.2, -0.2, 0.0], [-0.1, 0.0, -0.1], [-0.1, 0.0, -0.1], [0.0, 0.0, 0.0], [0.0, 0.0, 0.0], [0.0, 0.0, 0.0], [0.0, 0.0, 0.0], [0.0, 0.0, 0.0], [0.0, 0.0, 0.0], [0.0, 0.0, 0.0], [0.0, 0.1, 0.1], [-0.1, -0.1, -0.3], [0.3, -0.1, 0.0], [0.1, -0.1, 0.0], [0.0, -0.1, -0.1], [0.0, 0.0, 0.0], [0.0, 0.0, 0.0], [0.0, 0.0, 0.0], [0.0, 0.0, 0.0], [0.0, 0.0, 0.0], [0.0, 0.0, 0.0], [0.0, 0.0, 0.0], [0.0, 0.0, 0.0], [0.0, 0.0, 0.0], [0.0, 0.0, 0.0], [0.0, 0.0, 0.0], [0.0, 0.0, 0.0], [0.2, -0.1, 0.0], [0.0, 0.0, 0.0], [0.0, 0.0, 0.0], [0.0, 0.0, 0.0], [0.0, 0.0, 0.0], [0.0, 0.0, 0.0], [0.0, 0.0, 0.0], [0.0, 0.0, 0.0], [0.0, 0.0, 0.0], [0.0, 0.0, 0.0], [0.0, 0.0, 0.0], [0.0, 0.0, 0.0], [0.0, 0.0, 0.0], [0.0, 0.0, 0.0], [0.0, 0.0, 0.0], [0.0, 0.0, 0.0], [0.0, 0.0, 0.0], [0.0, 0.0, 0.0], [0.0, 0.0, 0.0], [0.0, 0.1, 0.0], [0.1, 0.0, 0.0], [-0.1, 0.0, 0.0], [-0.1, 0.0, 0.0], [-0.1, 0.0, -0.2], [0.1, -0.1, 0.1], [0.0, 0.0, 0.0], [0.0, 0.0, 0.0], [0.0, 0.0, 0.0], [0.0, 0.0, 0.0], [0.0, 0.0, 0.0], [0.0, 0.0, 0.0]], "lowdin_charge": [1.012, 0.973, -0.525, -0.079, -0.500, 0.995, -0.146, 0.044, 0.031, -0.035, 0.125, -0.128, -0.286, 0.109, 0.135, 0.121, 0.138, 0.112, -0.026, -0.235, -0.009, -0.050, -0.384, -0.064, -0.010, 1.141, -0.579, -0.327, -0.073, 0.006, -0.140, -0.012, -0.037, -0.035, -0.002, -0.104, -0.178, -0.177, -0.114, -0.009, -0.037, -0.034, -0.006, -0.137, 0.016, -0.030, -0.313, 1.118, -0.629, -0.427, -0.083, -0.020, -0.248, -0.027, -0.015, -0.069, 0.089, 0.101, 0.088, 0.127, 0.107, 0.116, 0.128, 0.094, 0.125, 0.123, 0.120, 0.119, 0.123, 0.125, 0.119, 0.121, 0.126, 0.131, 0.114, 0.114, 0.122, 0.084, 0.093, 0.098, 0.131, 0.124, 0.029, -0.101, -0.014, -0.119, -0.113, -0.112, 0.106, 0.107, 0.101, 0.143, 0.122, 0.151], "homo_lumo_gap_ev": 3.23, "charge": 3, "homo_energy_ev": -14.489}

=====

Entry 2:
{"formula": "C47H37Cl3F3MgN2O6P3", "method": "the ωB97M-V functional and the def2-TZVPD basis", "symbols": ["Mg", "O", "C", "O", "C", "O", "O", "N", "P", "C", "C", "C", "C", "C", "C", "C", "C", "C", "C", "C", "C", "C", "C", "C", "C", "C", "N", "H", "H", "H", "H", "H", "H", "H", "H", "H", "H", "H", "H", "H", "H", "H", "Cl", "C", "Cl", "Cl", "C", "O", "O", "F", "C", "F", "F", "C", "P", "C", "C", "C", "C", "C", "C", "C", "C", "C", "C", "C", "C", "P", "C", "C", "C", "C", "C", "C", "C", "C", "C", "C", "C", "C", "H", "H", "H", "H", "H", "H", "H", "H", "H", "H", "H", "H", "H", "H", "H", "H", "H", "H", "H", "H", "H", "H"], "coordinates": [[0.107, 0.979, -1.317], [-3.601, 0.348, 0.263], [-2.532, 0.798, -0.126], [-1.506, 0.107, -0.480], [-2.265, 2.346, -0.197], [-3.147, 3.151, 0.108], [-1.081, 2.631, -0.577], [1.444, 4.435, -1.129], [0.151, 4.380, -2.294], [-0.629, 5.961, -1.740], [-0.166, 7.238, -2.057], [-0.783, 8.367, -1.533], [-1.869, 8.226, -0.678], [-2.336, 6.958, -0.357], [-1.727, 5.827, -0.884], [1.102, 5.001, -3.736], [2.464, 4.755, -3.889], [3.122, 5.109, -5.061], [2.430, 5.714, -6.099], [1.065, 5.939, -5.967], [0.409, 5.579, -4.802], [1.885, 3.584, -0.154], [2.669, 4.148, 0.877], [3.162, 3.346, 1.874], [2.876, 1.985, 1.851], [2.107, 1.518, 0.808], [1.611, 2.286, -0.174], [1.784, 5.374, -0.972], [0.676, 7.353, -2.733], [-0.415, 9.353, -1.793], [-2.353, 9.105, -0.266], [-3.181, 6.835, 0.310], [-2.092, 4.841, -0.607], [3.007, 4.256, -3.096], [4.179, 4.895, -5.163], [2.942, 5.983, -7.015], [0.507, 6.391, -6.779], [-0.660, 5.743, -4.719], [2.855, 5.215, 0.872], [3.755, 3.778, 2.673], [3.238, 1.305, 2.609], [1.857, 0.465, 0.736], [-1.270, -0.829, -3.621], [-1.219, 0.656, -4.584], [-1.573, 0.250, -6.277], [-2.469, 1.776, -3.994], [0.198, 1.352, -4.413], [0.828, 1.608, -5.423], [0.482, 1.585, -3.208], [1.801, -1.379, -2.696], [1.898, -0.575, -1.576], [3.086, 0.117, -1.803], [2.331, -1.516, -0.596], [1.000, -2.806, 2.078], [-0.124, -1.646, 1.149], [-0.936, -2.776, -0.041], [-2.316, -2.776, -0.247], [-2.869, -3.528, -1.273], [-2.059, -4.257, -2.134], [-0.682, -4.208, -1.979], [-0.127, -3.470, -0.944], [-1.419, -1.237, 2.375], [-1.411, 0.077, 2.835], [-2.344, 0.512, 3.767], [-3.298, -0.368, 4.252], [-3.323, -1.680, 3.795], [-2.392, -2.108, 2.863], [0.441, -3.854, 3.480], [1.901, -4.961, 3.702], [1.734, -6.117, 4.472], [2.794, -6.969, 4.728], [4.060, -6.679, 4.230], [4.245, -5.530, 3.479], [3.176, -4.680, 3.216], [-0.695, -5.085, 2.726], [-1.912, -5.325, 3.356], [-2.817, -6.241, 2.831], [-2.510, -6.921, 1.663], [-1.293, -6.697, 1.030], [-0.389, -5.795, 1.567], [1.762, -2.146, 2.506], [1.526, -3.374, 1.306], [-2.954, -2.130, 0.345], [-3.943, -3.508, -1.420], [-2.498, -4.820, -2.951], [-0.033, -4.714, -2.684], [0.952, -3.388, -0.875], [-0.696, 0.780, 2.421], [-2.339, 1.547, 4.086], [-4.040, -0.027, 4.965], [-4.084, -2.366, 4.147], [-2.442, -3.122, 2.483], [0.751, -6.354, 4.864], [2.633, -7.866, 5.316], [4.892, -7.342, 4.431], [5.225, -5.289, 3.083], [3.347, -3.793, 2.620], [-2.161, -4.764, 4.251], [-3.767, -6.404, 3.326], [-3.219, -7.621, 1.239], [-1.057, -7.209, 0.106], [0.555, -5.622, 1.066]], "forces_ev_per_angstrom": [[-0.1, 0.4, 0.0], [0.0, 0.0, 0.0], [0.0, 0.1, 0.0], [0.2, -0.2, -0.2], [-0.2, 0.0, 0.0], [0.1, -0.1, 0.0], [0.1, -0.2, 0.0], [0.0, 0.2, -0.2], [0.0, 0.0, -0.1], [-0.1, 0.0, 0.0], [0.0, 0.0, 0.0], [0.0, 0.0, 0.0], [0.0, 0.0, 0.0], [0.0, 0.0, 0.0], [0.1, 0.1, 0.0], [0.1, 0.0, 0.0], [0.0, 0.0, -0.1], [0.0, 0.0, 0.0], [0.0, 0.0, 0.0], [0.0, 0.0, 0.0], [0.0, 0.0, 0.0], [0.0, 0.2, 0.2], [0.0, 0.0, 0.0], [0.0, 0.1, 0.0], [0.0, -0.1, 0.0], [0.0, -0.1, 0.0], [0.0, -0.4, 0.0], [0.0, 0.0, 0.0], [0.0, 0.0, 0.0], [0.0, 0.0, 0.0], [0.0, 0.0, 0.0], [0.0, 0.0, 0.0], [0.0, 0.0, 0.0], [0.0, 0.0, 0.0], [0.0, 0.0, 0.0], [0.0, 0.0, 0.0], [0.0, 0.0, 0.0], [0.0, 0.0, 0.0], [0.0, 0.0, 0.0], [0.0, 0.0, 0.0], [0.0, 0.0, 0.0], [0.0, 0.0, 0.0], [0.0, -0.1, 0.0], [0.0, 0.0, 0.0], [0.0, 0.0, 0.0], [0.0, 0.0, 0.0], [0.1, 0.1, -0.1], [-0.1, 0.0, 0.0], [-0.1, -0.3, 0.2], [0.0, 0.0, 0.0], [-0.2, 0.2, 0.1], [0.0, 0.0, 0.0], [0.0, 0.0, 0.0], [0.1, -0.2, 0.1], [-0.1, 0.3, -0.1], [0.0, 0.0, -0.1], [0.0, 0.0, 0.0], [0.0, 0.0, 0.0], [0.0, 0.0, 0.0], [0.0, 0.0, 0.0], [0.0, 0.0, 0.1], [0.0, 0.0, 0.1], [-0.1, 0.0, 0.0], [0.0, 0.0, 0.0], [0.0, 0.0, 0.0], [0.0, 0.0, 0.0], [0.0, 0.0, -0.1], [0.0, 0.1, 0.0], [0.0, 0.0, 0.0], [0.0, 0.0, 0.0], [0.0, 0.0, 0.0], [0.0, 0.0, 0.0], [0.0, 0.0, 0.0], [0.0, 0.0, 0.0], [0.0, -0.1, 0.0], [0.0, -0.1, 0.0], [0.0, 0.0, 0.0], [0.0, 0.0, 0.0], [0.0, 0.0, 0.0], [0.0, 0.1, 0.0], [0.0, 0.0, 0.0], [0.0, -0.1, 0.0], [0.0, 0.0, 0.0], [0.0, 0.0, 0.0], [0.0, 0.0, 0.0], [0.0, 0.0, 0.0], [0.0, 0.0, 0.0], [0.0, 0.0, 0.0], [0.0, 0.0, 0.0], [0.0, 0.0, 0.0], [0.0, 0.0, 0.0], [0.0, 0.2, 0.0], [0.0, 0.0, 0.0], [0.0, 0.0, 0.0], [0.0, 0.0, 0.0], [0.0, 0.0, 0.0], [0.0, 0.0, 0.0], [0.0, 0.0, 0.0], [0.0, 0.0, 0.0], [0.0, 0.0, 0.0], [0.0, 0.0, 0.0], [0.0, 0.0, 0.0]], "lowdin_charge": [0.555, 0.037, -0.568, -0.189, -0.573, 0.000, -0.170, -0.096, 1.127, -0.328, -0.111, -0.114, -0.118, -0.082, -0.067, -0.368, -0.086, -0.095, -0.113, -0.101, -0.112, -0.345, -0.026, -0.094, -0.076, -0.126, 0.100, 0.092, 0.096, 0.088, 0.087, 0.102, 0.070, 0.100, 0.094, 0.088, 0.092, 0.108, 0.102, 0.097, 0.094, 0.063, 0.670, -1.467, 0.550, 0.611, -0.801, 0.006, -0.170, -0.039, -0.462, -0.035, -0.110, -0.534, 1.079, -0.347, -0.085, -0.085, -0.119, -0.106, -0.122, -0.371, -0.095, -0.077, -0.097, -0.087, -0.123, 1.026, -0.380, -0.114, -0.105, -0.116, -0.098, -0.095, -0.401, -0.141, -0.093, -0.095, -0.079, -0.084, 0.033, 0.030, 0.091, 0.099, 0.090, 0.098, 0.087, 0.102, 0.101, 0.091, 0.094, 0.076, 0.099, 0.093, 0.090, 0.097, 0.091, 0.094, 0.095, 0.095, 0.101, 0.108], "homo_lumo_gap_ev": 6.70, "charge": -2, "homo_energy_ev": -2.887}